# C38H79Br3Cl12NO4P

A molecular structure, C38H79Br3Cl12NO4P in a non-equilibrium geometry (ωB97M-V/def2-TZVPD, OMol25).

Calculated values
* E_HOMO: -5.9 eV
* LUMO level: 0.1 eV
* total charge: 0

Structure (XYZ):
```
138
Properties=species:S:1:pos:R:3:forces:R:3:lowdin_charge:R:1
Br 3.441 -1.426 -5.199 -0.51 -0.98 0.69 0.62
Br 3.089 -4.673 -4.181 -0.12 1.44 -0.30 0.49
Br 1.059 -3.277 -6.242 0.67 0.30 0.48 0.51
Cl -4.373 -4.278 -5.285 0.24 0.17 -0.29 0.53
Cl 0.634 -0.574 4.347 -0.07 -0.12 0.03 0.60
Cl -3.857 1.880 1.599 -0.15 0.16 0.44 0.52
Cl -3.108 0.769 -5.918 -0.34 0.03 0.10 0.52
Cl -2.411 4.183 0.403 -0.17 -0.94 0.11 0.54
Cl -1.540 -5.052 -4.834 -1.06 1.14 -0.45 0.44
Cl -1.798 -1.606 3.057 0.78 0.22 -0.09 0.54
Cl 1.338 -6.037 -0.662 0.72 -1.00 0.12 0.53
Cl -4.821 1.703 -3.588 0.89 -0.27 -0.53 0.48
Cl 0.927 2.331 -4.867 -0.04 0.18 -0.38 0.52
Cl -1.000 -4.836 0.511 -0.38 0.15 0.67 0.61
Cl 3.136 1.949 -2.971 0.83 0.06 -0.14 0.54
P 1.988 2.741 2.341 0.83 -0.40 -0.16 1.04
O -1.255 -2.011 -2.555 -0.46 0.38 1.96 -0.38
O 0.316 0.696 -0.124 0.76 0.26 -0.32 -0.32
O 6.770 -1.408 -1.949 -2.10 -0.61 1.65 0.10
O 4.495 -1.294 -1.992 3.43 0.51 0.32 -0.05
N -4.433 -2.827 -0.774 0.18 0.85 0.35 -0.17
C 2.763 1.051 2.336 0.99 0.64 -0.14 -0.26
C -5.458 -0.576 -0.854 -0.09 0.32 -1.09 -0.17
C 3.710 6.118 4.338 -0.24 -0.10 -1.20 -0.25
C -3.957 -4.028 -1.677 -1.22 1.25 0.33 -0.11
C -0.514 -0.936 -1.991 0.51 -0.15 -1.47 -0.40
C 3.445 -1.581 -1.187 -2.07 -2.24 2.00 -0.23
C -1.647 2.351 4.631 2.26 1.62 -0.01 -0.25
C 0.939 4.146 -0.063 -0.29 -1.25 1.52 -0.26
C -3.159 1.284 -4.233 0.00 0.10 0.40 -0.97
C 0.011 -1.578 3.030 -0.57 -0.67 0.14 -0.92
C 0.203 5.404 -2.171 -0.57 0.26 -0.30 -0.10
C -2.698 -3.680 -5.320 0.78 -0.50 0.69 -0.90
C 0.260 -4.688 -0.661 0.47 1.12 -1.94 -1.09
C -0.113 2.739 4.419 -0.10 -0.11 0.19 -0.23
C -0.531 -0.306 -0.501 -0.63 -0.57 -0.68 -0.44
C 3.038 3.735 3.444 -0.75 1.54 0.69 -0.25
C 1.536 1.447 -3.475 -0.63 0.00 0.84 -1.06
C 4.500 6.678 3.178 1.41 0.12 -0.30 -0.13
C 5.383 0.550 2.754 -0.48 1.01 -1.65 -0.22
C 2.176 3.466 0.683 -0.70 0.77 -1.38 -0.23
C -6.350 -1.451 -0.022 -1.32 -0.22 0.36 -0.19
C 4.231 1.101 1.773 0.83 0.00 0.82 -0.21
C 5.492 -2.527 -0.182 -1.85 -0.58 0.23 -0.07
C 2.566 5.219 3.762 -0.01 -0.07 0.67 -0.21
C -3.912 -6.413 -2.201 -0.15 -0.97 -0.75 -0.25
C 3.966 -2.743 -0.214 -0.91 0.94 -1.10 -0.11
C 5.727 -1.690 -1.375 1.08 1.84 -3.61 -0.39
C 6.785 0.656 2.094 -0.88 -0.67 -0.24 -0.11
C -4.440 -1.509 -1.582 1.14 1.09 1.53 -0.08
C 2.260 -2.900 -4.706 -0.47 -1.17 -0.85 -1.46
C 0.277 2.574 2.893 0.17 0.25 1.51 -0.26
C -5.942 -2.878 -0.311 1.41 -0.66 -0.41 -0.08
C -4.968 -7.148 -3.049 0.02 -0.95 0.12 -0.10
C -2.532 2.388 0.531 -0.34 -0.31 -0.22 -0.97
C -2.175 2.597 6.059 0.91 -1.32 -1.01 -0.10
C 1.318 5.037 -1.213 1.05 0.09 -0.38 -0.28
C -4.351 -5.396 -1.182 0.72 0.66 1.48 -0.21
C -3.586 -2.652 0.505 -0.09 -0.57 -0.11 -0.05
H -4.004 -1.875 1.146 -0.28 -0.03 -0.28 0.08
H 2.933 -0.789 -0.639 0.72 0.83 0.10 0.10
H -0.698 5.773 -1.682 -0.10 -0.30 0.30 0.05
H 0.927 1.719 -2.613 -0.27 -0.54 -0.19 0.00
H -3.228 -6.015 -2.951 -0.02 0.68 0.23 0.04
H 5.709 -2.027 0.762 0.77 -0.15 -0.20 0.11
H 0.315 -2.606 3.226 0.03 0.23 -0.09 0.03
H 0.152 1.539 2.577 -0.88 0.04 -0.32 0.05
H -6.101 -0.045 -1.555 0.33 -0.07 -0.32 0.08
H 0.132 3.736 4.787 -0.62 0.61 -0.53 0.08
H -0.453 -1.162 0.170 0.10 -1.04 0.41 0.04
H -4.475 -1.670 -2.660 -0.78 -0.30 0.21 0.12
H 2.127 0.371 1.769 -0.20 0.25 -0.32 0.06
H -3.470 -1.029 -1.452 0.38 -0.54 -0.09 0.10
H 3.412 7.025 4.864 -0.83 -0.45 0.40 0.11
H -7.375 -1.286 -0.357 -0.13 -0.42 -0.22 0.11
H -2.597 -2.878 -4.589 0.23 -0.25 0.29 0.00
H 5.985 -3.479 -0.379 0.46 0.25 0.61 0.14
H -2.821 1.927 -0.413 0.46 0.58 -0.17 0.01
H -6.000 -3.568 0.531 -0.13 -0.01 -0.19 0.13
H 6.768 0.226 1.092 -0.01 0.12 -0.20 0.06
H -2.765 0.466 -3.629 -0.08 0.10 0.01 0.00
H 0.530 -1.145 -2.225 1.16 -0.29 0.61 0.04
H -0.061 4.567 -2.818 -0.13 -0.19 0.20 0.05
H -0.614 -0.133 -2.721 -0.52 1.28 0.09 0.05
H -2.115 3.664 6.273 -0.47 -0.18 0.24 0.08
H -0.158 -4.585 -1.662 -0.45 -0.22 0.14 0.01
H 3.691 -3.662 -0.731 0.18 -0.24 0.34 0.09
H -3.243 -7.050 -1.623 -0.32 -0.87 -0.43 0.11
H 0.435 6.213 -2.864 0.58 0.03 0.07 0.07
H 3.473 -2.686 0.756 0.12 -0.16 -0.01 0.10
H 2.543 2.678 0.026 -0.30 -0.40 -0.01 0.07
H 1.515 0.380 -3.695 0.07 0.27 0.12 -0.01
H -5.018 0.224 -0.259 0.51 -0.34 -0.07 0.06
H 7.086 1.700 2.015 0.14 -0.10 0.05 0.07
H -4.468 -7.665 -3.868 0.14 0.25 -0.21 0.07
H 4.511 2.126 1.534 0.03 0.24 0.08 0.08
H 0.275 3.315 -0.300 0.12 -0.18 -0.59 0.07
H -2.424 -3.283 -6.297 -0.12 -0.54 0.01 0.03
H 5.467 1.224 3.606 -0.59 -0.40 0.46 0.09
H 2.999 4.180 0.645 0.14 0.21 0.67 0.09
H -4.406 -3.793 -2.643 -0.16 -0.15 0.04 0.07
H -3.735 -5.592 -0.304 0.35 0.15 0.16 0.08
H 2.612 -1.943 -1.790 0.05 -0.33 -0.25 0.09
H 4.015 3.806 2.966 0.13 -0.32 0.14 0.08
H 4.274 5.500 5.036 0.34 0.12 -0.08 0.11
H 4.830 5.885 2.506 -0.13 0.07 -0.34 0.06
H -1.618 1.928 0.906 0.18 0.35 -0.24 -0.01
H -2.520 -2.444 0.407 -0.22 0.39 -1.21 0.04
H -6.471 -3.251 -1.189 -0.03 -0.20 0.14 0.14
H -5.494 -7.975 -2.573 0.03 0.11 0.66 0.06
H -1.551 0.037 -0.329 -1.22 -0.02 -0.10 0.05
H -1.703 1.324 4.271 -0.66 0.13 0.00 0.07
H -3.548 -3.594 1.050 -0.65 -0.11 -0.05 0.07
H -5.770 -6.557 -3.493 0.31 0.55 0.10 0.06
H 2.802 0.672 3.357 -0.14 0.25 0.12 0.05
H 2.108 5.658 2.875 0.13 0.21 -0.07 0.10
H -6.472 -1.174 1.026 0.85 -0.23 0.20 0.12
H 0.376 -1.229 2.063 -0.28 0.23 0.07 0.01
H -5.317 -5.502 -0.690 -0.62 0.04 -1.00 0.11
H 1.811 5.244 4.547 -0.34 -0.55 -0.21 0.09
H -2.142 3.107 4.021 -0.49 -0.67 -0.58 0.09
H 4.312 0.623 0.797 -0.20 -0.39 0.09 0.09
H -1.566 2.024 6.759 0.07 0.18 0.27 0.07
H -0.326 3.301 2.347 -0.11 -0.34 -0.35 0.07
H 0.875 -3.789 -0.612 -0.33 0.13 0.88 0.02
H 7.521 0.059 2.633 0.06 0.31 0.24 0.07
H 3.990 7.472 2.633 -0.60 -0.43 -0.15 0.08
H 2.124 4.578 -1.785 0.03 -0.25 -0.16 0.09
H 5.127 -0.477 3.017 0.13 0.07 0.34 0.10
H 3.078 3.227 4.407 0.39 -0.26 -0.08 0.10
H -3.153 2.116 6.065 -0.30 0.71 0.41 0.07
H 5.414 7.205 3.450 0.21 -0.22 0.49 0.07
H 1.798 5.919 -0.790 -0.13 0.35 0.03 0.11
H 1.563 -2.735 -3.885 0.36 0.65 -0.06 -0.05
H -2.537 2.175 -4.152 -0.25 -0.14 0.11 0.02
H 0.520 2.223 5.141 0.11 -1.00 -0.40 0.08
H 0.310 4.724 0.615 0.28 0.22 0.40 0.06
H -2.880 -3.981 -1.833 0.11 0.58 0.34 0.11
```
Positions in Å, forces in eV/Å.